No. 1
Below is a structure of composition C13H36BrN7O2PTi, with properties calculated with the ωB97M-V functional and the def2-TZVPD basis.

Geometry as XYZ:
```
61
Properties=species:S:1:pos:R:3:mulliken_charge:R:1
Ti -0.150 0.162 -1.378 -0.020
N 0.588 -2.340 -4.408 -0.504
N 1.838 -2.598 -3.825 -0.160
C 2.082 -2.258 -2.574 0.212
N 3.281 -2.340 -2.050 -0.251
N 1.074 -1.719 -1.765 0.352
N -0.049 -2.417 -1.702 0.887
O -0.243 -3.540 -1.997 -0.500
O -0.983 -1.646 -1.220 -0.458
H 0.153 -3.228 -4.652 0.305
H 0.745 -1.817 -5.266 0.292
H 2.552 -3.082 -4.362 0.218
H 4.097 -2.598 -2.591 0.256
H 3.406 -2.198 -1.059 0.204
N -1.012 2.108 -0.932 -0.476
C -2.493 2.330 -0.760 -0.317
C -3.243 2.071 -2.050 -0.972
C -3.126 0.645 -2.548 -0.503
N -1.700 0.323 -2.896 -0.333
H -0.530 2.514 -0.131 0.026
H -0.701 2.688 -1.715 0.497
H -2.640 3.360 -0.437 0.397
H -2.842 1.671 0.036 0.257
H -2.916 2.772 -2.826 0.361
H -4.298 2.290 -1.882 0.396
H -3.739 0.497 -3.437 0.423
H -3.451 -0.075 -1.795 0.379
H -1.384 0.976 -3.615 0.345
H -1.690 -0.595 -3.346 0.372
Br 1.614 1.192 -2.534 -0.367
C 0.402 -2.694 1.467 -1.245
C 1.035 -1.394 1.964 0.687
C 0.901 -1.351 3.500 -2.003
P 0.478 0.204 1.204 0.921
C -0.994 0.882 2.089 0.894
C -2.161 -0.104 1.976 -1.884
C -0.787 1.339 3.540 -1.636
C 1.948 1.333 1.330 0.590
C 2.727 1.224 2.649 -1.536
C 1.602 2.795 1.030 -1.596
H 0.706 -3.492 2.146 0.515
H 0.744 -2.992 0.483 0.214
H -0.686 -2.666 1.476 0.280
H 2.101 -1.403 1.707 0.601
H -0.108 -1.642 3.794 0.377
H 1.131 -0.392 3.953 0.486
H 1.588 -2.087 3.919 0.503
H -1.247 1.787 1.533 0.531
H -1.995 -0.977 2.607 0.351
H -2.338 -0.466 0.956 0.318
H -3.078 0.372 2.326 0.482
H -0.669 0.500 4.221 0.346
H -1.679 1.886 3.848 0.466
H 0.061 2.011 3.655 0.300
H 2.601 0.962 0.530 0.376
H 2.156 1.591 3.499 0.266
H 3.613 1.852 2.559 0.502
H 3.069 0.214 2.864 0.368
H 0.792 3.169 1.663 0.368
H 1.374 2.975 -0.023 0.304
H 2.472 3.414 1.250 0.533
```

## Properties
Energy above the lowest of the compared OMol25 structures with the same formula, charge and spin = 0.0 kJ/mol
Energy = -4814.57877 hartree
E_HOMO = -19.02 eV
HOMO-LUMO gap = 7.87 eV
Charge = +3



No. 2
Below is a structure of composition C13H19FN2O8P2Rh, with properties calculated with the ωB97M-V functional and the def2-TZVPD basis.

Geometry as XYZ:
```
46
Properties=species:S:1:pos:R:3:mulliken_charge:R:1
Rh 1.006 0.841 -0.571 0.389
C 4.168 -1.627 0.136 -1.673
C 3.189 -2.067 -0.942 0.836
O 3.600 -3.336 -1.426 -0.580
P 3.083 -0.869 -2.302 0.806
O 4.510 -0.743 -2.926 -0.484
O 2.172 -1.513 -3.398 -0.490
O 2.593 0.469 -1.786 -0.682
P 1.449 -2.200 -0.363 0.981
O 1.456 -3.244 0.821 -0.529
O 0.659 -2.610 -1.558 -0.848
O 1.061 -0.876 0.346 -0.744
H 5.177 -1.609 -0.274 0.424
H 4.138 -2.347 0.953 0.430
H 3.919 -0.641 0.523 0.360
H 2.969 -3.665 -2.081 0.451
H 4.681 0.025 -3.489 0.374
H 1.393 -1.955 -2.979 0.415
H 1.174 -4.130 0.559 0.392
N -0.465 1.348 0.696 -0.252
C -1.067 1.129 1.664 0.286
N -1.738 0.950 2.751 0.055
C -1.201 1.346 4.068 -0.531
C -2.323 1.988 4.865 -0.594
O -3.439 1.125 4.934 -0.364
C -3.991 0.892 3.654 -0.611
C -2.993 0.169 2.767 -0.494
H -0.374 2.038 3.919 0.431
H -0.838 0.451 4.577 0.284
H -2.610 2.943 4.407 0.342
H -1.994 2.172 5.886 0.351
H -4.287 1.841 3.190 0.345
H -4.877 0.276 3.793 0.352
H -3.361 0.073 1.748 0.421
H -2.777 -0.823 3.169 0.274
F -2.665 1.828 -5.152 -0.311
C -1.897 1.534 -4.096 0.255
C -1.276 2.569 -3.422 -0.684
C -0.502 2.256 -2.312 -0.114
C -0.345 0.926 -1.965 0.666
C -0.976 -0.109 -2.622 -0.376
C -1.774 0.210 -3.715 -0.528
H -1.423 3.591 -3.741 0.447
H -0.051 3.062 -1.736 0.454
H -0.857 -1.134 -2.299 0.597
H -2.296 -0.555 -4.273 0.473
```

## Properties
Energy above the lowest of the compared OMol25 structures with the same formula, charge and spin = 17.6 kJ/mol
Energy = -2111.27556 hartree
E_HOMO = -11.90 eV
HOMO-LUMO gap = 7.50 eV
Charge = +1